# 1
ORCA calculation (wB97M-V/def2-TZVPD) on one molecule with the formula C22H30N4O4.

The LUMO energy is 0.64 eV. The calculation puts the energy relative to the best compared isomer or geometry (same formula, charge and spin) at 59.05 kcal/mol. Its SMILES is COc1ccc(C(=O)NCCn2nc(C)cc2C)cc1OC1CCN(C(C)=O)CC1. As for the maximum force: 0.951 eV/Å. The calculation puts the HOMO-LUMO gap at 9.09 eV.

Element x y z (Å)
C -2.4158 4.0659 3.5868
O -1.6147 2.9757 3.1981
C -2.0473 2.1719 2.1821
C -3.2294 2.3772 1.4802
C -3.6169 1.5157 0.4729
C -2.8384 0.4164 0.1335
C -3.3148 -0.4374 -0.9931
O -4.4136 -0.2818 -1.5001
N -2.4550 -1.3928 -1.4131
C -2.6813 -2.1439 -2.6201
C -1.5696 -1.8491 -3.6380
N -0.3024 -2.3450 -3.1666
N 0.1712 -1.9488 -1.9760
C 1.3171 -2.5854 -1.7916
C 2.1311 -2.4072 -0.5606
C 1.5905 -3.4071 -2.8963
C 0.5292 -3.2326 -3.7593
C 0.2644 -3.8469 -5.0858
C -1.6537 0.2069 0.8317
C -1.2411 1.0672 1.8381
O -0.0766 0.7310 2.4766
C 0.9141 1.7347 2.6749
C 2.1179 1.0388 3.3129
C 2.7388 0.0453 2.3327
N 3.0982 0.7041 1.0930
C 4.3997 0.7881 0.7322
C 4.7094 1.5322 -0.5528
O 5.2818 0.2729 1.3944
C 1.9723 1.3192 0.4324
C 1.3352 2.3718 1.3445
H -2.5333 4.7894 2.7738
H -1.8850 4.5365 4.4131
H -3.4010 3.7375 3.9306
H -3.8649 3.2138 1.7226
H -4.5358 1.6818 -0.0677
H -1.4854 -1.4112 -1.1098
H -3.6538 -1.8461 -3.0202
H -2.6961 -3.2165 -2.3941
H -1.7967 -2.3232 -4.5927
H -1.5019 -0.7651 -3.7825
H 2.8882 -1.6364 -0.7047
H 1.4930 -2.1121 0.2681
H 2.6385 -3.3354 -0.3093
H 2.4430 -4.0394 -3.0368
H 1.0845 -4.5114 -5.3428
H -0.6585 -4.4270 -5.0717
H 0.1808 -3.0846 -5.8606
H -1.0162 -0.6404 0.6318
H 0.5321 2.5101 3.3503
H 1.7958 0.5088 4.2086
H 2.8534 1.7931 3.5948
H 3.6465 -0.3942 2.7482
H 2.0136 -0.7454 2.1202
H 4.4078 2.5746 -0.4806
H 4.2091 1.0699 -1.4009
H 5.7837 1.4872 -0.7106
H 2.2747 1.7752 -0.5078
H 1.2305 0.5425 0.2131
H 2.0512 3.1690 1.5509
H 0.4655 2.8058 0.8473

***

# 2
ORCA calculation (wB97M-V/def2-TZVPD) on one molecule with the formula C28H36N2O.

The LUMO energy is 0.69 eV. The calculation puts the energy relative to the best compared isomer or geometry (same formula, charge and spin) at 2.62 kcal/mol. Its SMILES is O=C(C1CCN(C[C@@H]2CC=CCC2)CC1)N(CCc1ccccc1)Cc1ccccc1. As for the maximum force: 0.514 eV/Å. The calculation puts the HOMO-LUMO gap at 8.80 eV.

Element x y z (Å)
O -0.2366 -2.0108 -1.7144
C 0.7952 -1.6610 -1.1684
C 1.0374 -0.1788 -0.9243
C 0.9558 0.5811 -2.2522
C 0.9978 2.0908 -1.9885
N -0.0513 2.5594 -1.1075
C -1.3734 2.6265 -1.7086
C -2.1817 3.7897 -1.1209
C -3.6010 3.8097 -1.6876
C -4.3204 5.0716 -1.3210
C -3.7137 6.1546 -0.8655
C -2.2316 6.2485 -0.6697
C -1.5069 5.1284 -1.4096
C -0.0081 1.8432 0.1526
C -0.0791 0.3191 0.0028
N 1.7112 -2.5770 -0.7533
C 1.3389 -3.9769 -0.8715
C 0.7677 -4.5585 0.4324
C -0.4228 -3.7681 0.8989
C -0.3286 -2.9318 2.0017
C -1.4084 -2.1608 2.3974
C -2.5969 -2.2185 1.6921
C -2.7042 -3.0620 0.5990
C -1.6264 -3.8333 0.2081
C 3.0694 -2.3105 -0.3191
C 3.2714 -2.4532 1.1715
C 3.9248 -3.5658 1.6875
C 4.1020 -3.7125 3.0522
C 3.6294 -2.7439 3.9209
C 2.9839 -1.6279 3.4165
C 2.8066 -1.4840 2.0513
H 2.0009 0.0291 -0.4566
H 0.0239 0.3125 -2.7521
H 1.7860 0.2951 -2.9025
H 1.9547 2.3454 -1.5167
H 0.9340 2.6400 -2.9306
H -1.2527 2.8000 -2.7809
H -1.9421 1.6931 -1.5851
H -2.2448 3.6668 -0.0353
H -4.1661 2.9478 -1.3221
H -3.5634 3.7261 -2.7797
H -5.3937 5.0602 -1.4566
H -4.2863 7.0340 -0.6029
H -1.8782 7.2230 -1.0167
H -2.0111 6.1914 0.4019
H -0.4608 5.0789 -1.1060
H -1.5428 5.3207 -2.4841
H 0.9317 2.1152 0.6477
H -0.8299 2.1895 0.7813
H 0.0020 -0.1565 0.9825
H -1.0387 0.0220 -0.4234
H 0.5760 -4.0352 -1.6518
H 2.2141 -4.5546 -1.1824
H 1.5369 -4.5590 1.2064
H 0.4764 -5.5927 0.2336
H 0.5982 -2.8814 2.5559
H -1.3183 -1.5111 3.2568
H -3.4371 -1.6100 1.9940
H -3.6306 -3.1144 0.0462
H -1.7155 -4.4839 -0.6491
H 3.3663 -1.3100 -0.6370
H 3.7257 -3.0227 -0.8345
H 4.2994 -4.3254 1.0152
H 4.6091 -4.5848 3.4375
H 3.7649 -2.8575 4.9861
H 2.6145 -0.8666 4.0878
H 2.2970 -0.6124 1.6708